Below is a molecular structure, C11H10BrNORe at a distorted geometry, with properties calculated with the ωB97M-V functional and the def2-TZVPD basis.

As for the multiplicity: 4. For the energy above the lowest of the compared OMol25 structures with the same formula, charge and spin, the calculation gives 78.0 kcal/mol. For the HOMO-LUMO gap (alpha / beta), the calculation gives 6.5 / 5.8 eV. As for the total charge: 0. As for the maximum force: 0.09433 Eh/bohr. As for the expectation value of S²: 3.77. As for the energy: -3207.17408 a.u.

```
25
Properties=species:S:1:pos:R:3:forces:R:3:mulliken_charge:R:1
Re 0.28501 0.00413 0.05821 1.96 -0.34 4.03 1.22
Br 3.15084 -0.20656 0.70238 2.08 -0.34 0.75 -0.25
O 1.11012 0.01938 4.40384 -0.04 -0.19 0.75 -0.62
N 0.85223 0.14322 2.06858 -0.03 0.12 -0.79 -0.44
C 1.70093 -0.84433 -1.53353 0.48 1.57 -1.82 -0.57
C 0.81508 1.32825 -1.53226 0.97 0.27 -0.78 -0.66
C -1.53334 -0.18751 1.89358 -1.21 -0.51 1.60 -0.19
C -1.55159 1.02320 1.20339 -0.91 -0.70 -1.43 -0.88
C 0.96838 0.06042 3.23248 0.38 0.31 0.55 0.50
C -0.21637 0.40088 -1.83937 1.41 0.19 -4.64 -0.45
C 2.01238 0.56550 -1.39575 0.20 -0.41 -1.55 -0.68
C -1.38169 -1.29603 1.00286 -1.21 0.79 0.71 -0.89
C -1.60797 -0.78963 -0.31934 -2.60 -1.24 0.80 -0.44
C -1.66078 0.70031 -0.20166 -3.26 0.18 0.43 -0.37
C 0.32086 -0.93383 -1.79227 1.26 -0.17 -2.32 -0.55
H -0.13647 -1.76330 -2.28550 -0.30 -0.58 0.46 0.53
H 2.97077 1.02773 -1.55618 0.20 -0.15 0.41 0.56
H 0.83670 2.35871 -1.82043 -0.20 0.50 0.53 0.52
H 2.43555 -1.59499 -1.72896 0.18 -0.44 0.54 0.43
H -1.31008 -2.32170 1.41261 0.12 0.69 -0.91 0.35
H -1.59895 1.99783 1.65129 0.19 0.19 -0.14 0.42
H -1.56944 -0.25968 2.97223 0.20 -0.06 -0.11 0.72
H -1.10476 0.65858 -2.38720 -0.02 -0.26 0.16 0.75
H -1.82744 -1.48205 -1.17675 0.09 1.34 1.05 0.53
H -1.95999 1.39151 -1.03228 0.09 -0.74 1.71 0.46
```
Positions in Å, forces in eV/Å.



Below is 2 unconnected molecules or ions with the total composition C4H7N2 at a distorted geometry, with properties calculated with the ωB97M-V functional and the def2-TZVPD basis.

For the energy above the lowest of the compared OMol25 structures with the same formula, charge and spin, the calculation gives 164.7 kcal/mol. For the HOMO-LUMO gap, the calculation gives 10.4 eV. As for the total charge: +1. As for the maximum force: 0.10122 Eh/bohr. As for the energy: -265.64598 a.u.

```
13
Properties=species:S:1:pos:R:3:forces:R:3:mulliken_charge:R:1
N 2.59911 -0.77601 -0.09776 0.55 -0.76 0.01 -0.39
N 1.53313 0.21365 -0.04057 -0.34 0.95 -0.02 0.23
C -2.05583 -0.24181 -0.29366 0.14 -0.04 -0.12 -1.20
C 0.30323 0.44125 0.12418 -0.08 -0.10 -0.10 -0.09
C 2.87406 0.44624 -0.15508 2.87 4.34 0.17 0.21
C -0.71714 -0.58883 0.35737 -0.44 -0.45 0.23 -0.24
H -2.36206 0.77098 -0.04510 -0.07 0.09 0.04 0.36
H -0.00602 1.48368 0.09412 0.24 0.08 0.05 0.40
H -0.86377 -0.61284 1.44723 0.10 -0.03 -0.04 0.29
H -1.99179 -0.33197 -1.37458 -0.05 0.03 -0.09 0.34
H 3.87537 1.69857 -0.13590 -2.96 -4.14 -0.17 0.45
H -0.36656 -1.57894 0.05895 0.08 0.09 0.05 0.31
H -2.82175 -0.92396 0.06080 -0.04 -0.04 0.01 0.33
```
Positions in Å, forces in eV/Å.



Below is a molecular structure, C21H22Br2CaCl4F2LiMgN2O9PS at a distorted geometry, with properties calculated with the ωB97M-V functional and the def2-TZVPD basis.

For the HOMO-LUMO gap, the calculation gives 2.2 eV. As for the total charge: -2. As for the maximum force: 0.10441 Eh/bohr. As for the energy: -10412.89117 a.u.

```
67
Properties=species:S:1:pos:R:3:forces:R:3:mulliken_charge:R:1
Br -2.37595 0.15779 -4.31069 -0.32 -0.01 1.20 -0.19
Br -2.24917 0.20045 0.47241 -0.38 0.28 -0.25 -0.26
Ca -3.63346 -3.35833 -0.43391 -2.55 0.75 4.66 1.21
Cl 1.97420 5.89829 4.17156 -0.03 -0.09 0.16 -0.09
Cl 3.18124 4.19490 6.17414 -0.15 0.09 -0.04 -0.10
Cl 1.07153 6.03406 6.91956 0.04 -0.05 -0.06 -0.12
Cl 0.46464 3.70752 5.30533 0.12 0.13 0.03 -0.06
S 3.76276 1.65306 -3.93802 -1.12 -0.75 0.50 0.25
P 3.40149 5.31822 -5.73589 0.61 -0.10 -1.19 0.96
Mg -2.46270 0.05462 3.76850 -0.30 -0.76 -0.06 0.57
F 3.98538 -4.62890 -3.73763 -1.50 -0.10 -0.33 -0.85
F 4.85619 -1.58864 -0.83990 -0.13 -0.03 0.27 -0.83
O 0.40817 2.82322 0.70251 -0.03 -0.01 0.16 -0.43
O -4.73781 -2.43696 2.45942 -1.79 0.98 -0.43 -0.77
O 3.52137 4.04852 -6.57848 -0.31 -0.39 0.35 -0.51
O -2.77024 -3.27954 2.30286 1.05 0.03 -1.28 -0.53
O 4.15826 6.47113 -6.39548 -0.12 0.43 0.42 -0.59
O 1.92669 5.70312 -5.61767 0.22 -0.07 0.39 -0.45
O -3.17459 -1.78448 3.92134 0.69 1.39 1.07 -0.82
O -1.47946 -5.03928 4.55732 0.44 -0.01 0.24 -0.55
O 3.99942 5.04727 -4.35637 -0.40 0.11 0.01 -0.41
N 3.66962 0.12383 -3.29801 -1.80 1.24 0.15 -0.48
N 2.23728 2.28873 -3.67687 1.19 -2.91 1.01 -0.53
C -0.24995 -2.13065 -0.79969 0.18 -0.99 1.27 -0.07
C -2.78249 0.20575 -2.39266 -0.96 0.40 1.53 0.12
C 1.62876 1.26348 -3.02081 -1.76 -0.80 0.73 0.60
C -0.81630 -3.16257 -3.02300 -1.36 -0.80 0.38 -0.80
C 0.21017 1.31020 -2.56111 -0.03 -1.52 0.92 -0.81
C 2.45265 -2.40070 -1.81379 -1.46 2.32 -0.92 -1.18
C -1.57087 4.19628 0.86135 -0.12 0.05 0.10 -0.90
C -0.02702 -3.37880 3.65939 -0.02 -0.32 -0.29 -0.53
C -0.36116 0.18130 -1.87403 1.05 1.33 -0.18 0.78
C -3.57557 -2.47285 2.93034 -0.12 -2.05 -2.70 0.77
C -1.24763 -2.92089 -1.67181 1.76 0.37 -0.30 -0.93
C 2.41001 -0.00418 -2.78186 -0.58 1.84 -0.42 0.02
C 1.74594 -1.11630 -2.05436 0.57 -1.16 0.19 0.16
C -0.08208 4.08443 1.13372 -0.08 -0.18 -0.42 0.13
C -4.30652 0.25512 -2.02894 0.49 -0.55 -1.20 -0.95
C -0.50321 -4.33805 4.72107 -0.52 -0.08 -0.36 0.81
C 1.67297 4.95795 5.64122 -0.01 -0.11 -0.13 0.33
C -1.82649 0.20654 -1.42791 1.07 0.06 -3.09 -0.41
C 0.29068 -4.39174 6.00472 -0.19 -0.24 0.22 -1.18
C 3.06229 -3.41766 -1.61428 1.65 -0.85 0.73 0.72
C 0.42114 -1.02064 -1.58985 0.65 1.22 -0.57 0.59
Li 1.38327 -3.89659 -3.92367 2.41 0.24 0.39 0.80
H -4.50517 -0.64599 -1.38149 -0.10 1.02 -0.24 0.13
H -0.81673 -1.64013 0.04844 0.64 -0.91 -0.75 -0.21
H 3.87262 -4.07997 -1.26295 -1.11 0.56 -0.82 0.30
H -0.16061 -5.12145 6.67834 0.00 0.04 -0.06 0.31
H -1.15982 -2.47656 -3.83047 -0.37 -1.68 0.01 0.16
H -2.17474 -3.28622 -1.19562 3.30 1.32 -2.43 0.53
H -1.95896 5.16164 1.19614 -0.04 -0.01 -0.05 0.38
H -2.11435 3.40002 1.37551 0.06 0.04 0.06 0.09
H 1.31785 -4.69647 5.79461 0.05 0.21 0.03 0.32
H -4.60688 1.20812 -1.53304 0.37 -0.90 -0.11 0.24
H -4.92933 0.13987 -2.95840 0.64 0.12 0.90 0.35
H 0.23849 2.75179 -0.24622 0.18 -0.10 0.09 0.19
H -0.68602 -3.44062 2.79398 -0.10 0.06 0.23 -0.13
H -0.43601 2.20796 -2.72403 0.81 -0.82 0.00 0.54
H 0.46914 4.87443 0.61213 -0.06 0.15 0.12 0.28
H 0.11808 4.17290 2.20349 0.07 -0.13 -0.08 -0.03
H 0.98750 -3.64375 3.34986 0.13 0.19 0.20 0.49
H -1.77729 4.08654 -0.20713 0.04 0.11 -0.01 0.29
H 0.28068 -3.41366 6.48960 0.20 0.02 -0.07 0.30
H -0.08213 -4.01839 -3.13845 -0.59 1.72 0.41 0.33
H -0.04899 -2.35655 4.04167 0.19 0.00 0.02 0.17
H 0.50923 -2.80151 -0.31609 -0.38 0.65 -0.35 0.50
```
Positions in Å, forces in eV/Å.



Below is a single C5H9N molecule at a distorted geometry, with properties calculated with the ωB97M-V functional and the def2-TZVPD basis.

For the energy above the lowest of the compared OMol25 structures with the same formula, charge and spin, the calculation gives 60.8 kcal/mol. For the HOMO-LUMO gap, the calculation gives 9.0 eV. As for the total charge: 0. As for the maximum force: 0.12715 Eh/bohr. Its SMILES is C=C/C=C(/C)N. As for the energy: -250.57010 a.u.

```
15
Properties=species:S:1:pos:R:3:forces:R:3:mulliken_charge:R:1
N -0.49746 -0.18269 1.60811 1.85 1.58 -6.07 -0.44
C 0.29621 0.08919 -0.74393 -3.67 -1.63 0.15 -0.59
C -1.87340 0.37463 -1.88010 0.96 2.56 -3.50 -0.69
C 1.99818 0.05086 0.98581 -0.68 -2.05 2.31 -1.07
C -1.11514 -0.23805 -1.03236 1.61 -0.35 0.30 -0.32
C 0.53022 -0.03845 0.54209 0.80 0.59 1.77 0.56
H 0.88553 0.26805 -1.57599 1.78 0.43 -0.86 0.43
H -1.43996 1.03951 -2.75008 -0.74 -0.84 2.21 0.17
H -1.45919 -1.09498 -0.48743 -0.72 0.05 0.70 0.44
H -2.90720 0.34000 -1.85641 -1.95 -0.73 -0.37 0.30
H 2.08759 -0.78162 1.86119 0.23 2.16 -1.65 0.30
H 2.27102 1.05961 1.32790 -0.05 -0.47 0.25 0.24
H -0.00442 -0.43187 2.35414 1.03 -1.37 4.35 0.18
H 2.71154 -0.27786 0.21075 -0.64 0.23 0.18 0.29
H -1.48353 -0.17633 1.43630 0.21 -0.17 0.24 0.21
```
Positions in Å, forces in eV/Å.